Computed, not measured: a 13-piece molecular cluster, C68H160N8O15 overall at a distorted geometry, with ωB97M-V/def2-TZVPD.

Properties
Strongest force on any atom ... 3.46 eV/Å
Net charge ... 0
E_LUMO ... 0.579 eV
Calculated total energy ... -115738.162 eV
Energy relative to the best compared isomer or geometry (same formula, charge and spin) ... 3.8729 eV
Kohn-Sham gap ... 0.3113 Ha
Highest occupied orbital energy ... -7.89 eV

Geometry (Å):
C: -5.4900 -1.3888 -2.6200
C: -4.0726 -1.5995 -3.0694
N: -3.7173 -2.8847 -3.5745
C: -4.4580 -3.2077 -4.7758
C: -4.5387 -4.7575 -4.9376
C: -2.2753 -3.1683 -3.6752
C: -1.5319 -3.2991 -2.3224
H: -6.2105 -1.5318 -3.3852
H: -5.5779 -0.3323 -2.2875
H: -5.7557 -2.0463 -1.8278
H: -3.8665 -0.8286 -3.8191
H: -3.4485 -1.3759 -2.1770
H: -5.5146 -2.7559 -4.7114
H: -4.0294 -2.7783 -5.6917
H: -5.5142 -5.0733 -5.3310
H: -3.8171 -5.1638 -5.7335
H: -4.3442 -5.2164 -3.9687
H: -1.6677 -2.3689 -4.1537
H: -2.1908 -4.0860 -4.2351
H: -2.0192 -4.0960 -1.7021
H: -1.5876 -2.3499 -1.7027
H: -0.4778 -3.6282 -2.4235
C: 7.6560 4.5554 -0.5979
C: 6.4346 4.3419 0.2829
N: 6.2686 2.9364 0.6426
C: 4.9320 2.3800 0.4195
C: 4.4676 2.4401 -1.0064
C: 6.9737 2.4932 1.8149
C: 7.6868 1.2249 1.5701
H: 7.5361 4.0998 -1.5937
H: 8.4241 3.9109 -0.1136
H: 8.0768 5.5332 -0.6386
H: 6.4297 5.1044 1.1263
H: 5.5930 4.6662 -0.2587
H: 4.8725 1.3682 0.8552
H: 4.2119 2.9834 1.0958
H: 5.3328 2.0205 -1.5297
H: 3.5535 1.8794 -1.2270
H: 4.1625 3.4357 -1.3696
H: 6.2463 2.4322 2.6824
H: 7.6567 3.2379 2.0965
H: 6.8185 0.5331 1.3011
H: 8.1012 0.7732 2.4388
H: 8.4529 1.3103 0.7917
C: 2.1251 4.4819 -3.5165
C: 1.7139 3.1723 -4.1292
N: 2.0141 2.8808 -5.5623
C: 1.3950 3.9553 -6.3182
C: 1.4675 3.6553 -7.8323
C: 3.4626 2.8081 -5.7788
C: 3.8846 1.3119 -5.8085
H: 2.1732 4.3571 -2.4336
H: 1.5048 5.3822 -3.7670
H: 3.1371 4.6147 -3.8085
H: 2.0627 2.3198 -3.5520
H: 0.6283 2.9614 -4.0418
H: 0.3236 4.0628 -6.0157
H: 1.8058 4.9581 -6.1013
H: 1.2975 2.6340 -8.0399
H: 0.5688 4.1733 -8.2520
H: 2.3931 4.0180 -8.3303
H: 4.0898 3.2847 -5.0583
H: 3.7862 3.2556 -6.7579
H: 3.5074 0.7379 -6.7092
H: 3.5248 0.7996 -4.9668
H: 4.9226 1.1250 -5.9195
C: -4.1362 0.1726 1.3104
C: -3.5566 0.5029 -0.0542
N: -3.7585 1.9012 -0.4203
C: -5.1784 2.3546 -0.4994
C: -5.3968 3.7955 -0.0478
C: -3.2037 2.2001 -1.7364
C: -1.7028 1.9717 -1.9114
H: -5.2336 0.0026 1.3280
H: -3.8478 0.8787 2.0396
H: -3.8067 -0.7975 1.5432
H: -2.5190 0.2706 -0.0972
H: -4.0110 -0.0976 -0.8898
H: -5.8197 1.7341 0.0740
H: -5.6081 2.1173 -1.4891
H: -5.1349 3.8539 1.0187
H: -6.4404 4.0740 -0.1563
H: -4.7257 4.4115 -0.6811
H: -3.6258 1.6123 -2.5360
H: -3.4021 3.1933 -2.0190
H: -1.3517 2.6769 -2.7467
H: -1.0695 2.0935 -1.0338
H: -1.5347 0.9807 -2.3334
C: -2.3926 0.1148 4.7662
C: -3.3502 -0.9962 5.1470
N: -2.8309 -2.3017 4.7567
C: -1.8513 -2.8741 5.7447
C: -1.0488 -4.0476 5.1372
C: -3.8439 -3.2682 4.3038
C: -4.8507 -3.7220 5.3133
H: -1.3727 -0.0397 5.0526
H: -2.8031 1.0536 5.2081
H: -2.3874 0.2219 3.6822
H: -3.6566 -0.9543 6.2367
H: -4.2939 -0.8248 4.6760
H: -1.1140 -2.0904 6.0371
H: -2.3586 -3.2418 6.6529
H: -1.6167 -4.8706 4.7362
H: -0.4953 -3.6786 4.2067
H: -0.2585 -4.4642 5.7933
H: -3.4013 -4.1309 3.8318
H: -4.3178 -2.8299 3.4735
H: -5.2779 -2.8408 5.8486
H: -4.5172 -4.4675 6.0529
H: -5.6512 -4.3055 4.7512
C: 0.7260 -1.4883 -6.3233
C: 0.0097 -0.2324 -6.8475
N: -1.3970 -0.0442 -6.4936
C: -2.2717 -0.9594 -7.2715
C: -2.7112 -0.6400 -8.7193
C: -1.8606 1.3310 -6.7054
C: -3.3208 1.5930 -6.2784
H: 1.7272 -1.2811 -6.4658
H: 0.4119 -2.4528 -6.7759
H: 0.6413 -1.5496 -5.2504
H: 0.5333 0.6411 -6.5339
H: 0.1300 -0.1014 -7.9754
H: -1.7262 -1.9669 -7.1942
H: -3.1610 -1.0500 -6.6617
H: -1.9502 -0.8512 -9.4579
H: -3.6469 -1.1003 -9.0590
H: -2.8388 0.4663 -8.7714
H: -1.6101 1.7961 -7.6823
H: -1.2021 1.8330 -5.9818
H: -3.5736 0.7908 -5.5840
H: -4.0267 1.5627 -7.1565
H: -3.3787 2.5583 -5.6671
C: 2.0999 -0.1794 7.2417
C: 1.6461 0.3807 5.9153
N: 2.6263 0.5150 4.8836
C: 2.5781 1.6971 4.0100
C: 2.7382 2.9303 4.7963
C: 2.8707 -0.7935 4.3015
C: 4.0656 -0.9479 3.4116
H: 2.5880 -1.1730 7.0393
H: 1.1913 -0.3622 7.7929
H: 2.7761 0.4567 7.8076
H: 0.9022 -0.3052 5.4965
H: 1.3294 1.4087 6.1272
H: 3.3517 1.5157 3.3035
H: 1.5823 1.7801 3.4932
H: 2.7490 3.6916 4.0110
H: 1.9187 3.2737 5.4024
H: 3.6632 2.9161 5.3170
H: 1.9537 -1.2431 3.7665
H: 3.0361 -1.5519 5.1203
H: 4.0298 -1.8587 2.7787
H: 5.0199 -0.8702 4.0367
H: 4.3197 -0.1477 2.6278
C: -0.2195 7.7241 1.9807
C: -0.7710 6.5673 1.1360
N: -0.1156 6.4804 -0.1829
C: 1.3269 6.2332 -0.3110
C: 1.8642 4.9350 0.1863
C: -0.8573 5.4456 -0.9574
C: -1.9929 6.1862 -1.6901
H: -0.7344 7.7814 2.8853
H: -0.5307 8.6773 1.4739
H: 0.8478 7.7077 1.9783
H: -0.7421 5.7086 1.8026
H: -1.8440 6.8111 0.9685
H: 1.7614 7.0517 0.2507
H: 1.4774 6.3606 -1.3664
H: 2.9264 4.7579 -0.0442
H: 1.3478 4.0352 -0.2432
H: 1.6910 4.8581 1.2380
H: -0.2644 5.0378 -1.8023
H: -1.1917 4.5904 -0.3047
H: -2.8140 5.5969 -2.0913
H: -2.3849 6.9914 -1.0490
H: -1.5761 6.6613 -2.5598
C: -1.0518 2.8294 3.3060
C: -2.3046 3.4479 2.6519
O: -2.7259 4.6833 3.2771
C: -3.3369 4.5449 4.4578
O: -3.7421 3.5195 4.9467
O: -3.5506 5.7852 4.9476
C: -4.4121 5.8019 6.0851
H: -0.8993 1.9073 2.7445
H: -1.1592 2.4819 4.3411
H: -0.1441 3.4968 3.2873
H: -3.1861 2.8132 2.6389
H: -2.1029 3.6639 1.6334
H: -5.4004 5.4392 5.7853
H: -4.5374 6.8107 6.4737
H: -4.0855 5.1349 6.8450
C: -3.8693 -6.0869 0.0307
C: -3.3892 -5.4321 1.2940
O: -2.9672 -6.4122 2.3264
C: -1.7094 -6.6593 2.6006
O: -0.7735 -5.9606 2.2616
O: -1.6195 -7.7342 3.3633
C: -0.2243 -7.8995 3.8482
H: -3.0509 -6.6243 -0.4084
H: -4.2691 -5.2673 -0.6082
H: -4.7370 -6.6972 0.1322
H: -4.0010 -4.6009 1.8273
H: -2.4387 -4.9049 1.1236
H: 0.0263 -7.0028 4.4630
H: 0.5102 -8.0741 3.0040
H: -0.2884 -8.7936 4.4402
C: 5.2008 -1.5284 -0.2103
C: 3.8410 -1.3397 -0.9065
O: 2.7335 -2.0733 -0.2579
C: 2.5142 -3.2187 -0.8128
O: 2.8826 -3.6059 -1.8960
O: 1.8504 -3.9241 0.1897
C: 1.2328 -5.1562 -0.1338
H: 5.7094 -2.4643 -0.4012
H: 5.0458 -1.3872 0.8893
H: 5.8237 -0.7184 -0.5804
H: 3.7321 -1.5277 -1.9315
H: 3.4345 -0.3311 -0.7784
H: 1.9765 -5.8804 -0.4873
H: 0.5916 -5.0109 -0.9417
H: 0.7135 -5.5110 0.7535
C: -1.3535 -2.2187 1.1056
C: -0.3447 -1.1041 1.1600
O: -0.0550 -0.6109 -0.1546
C: 0.8642 0.2894 -0.3152
O: 1.5218 0.8897 0.5351
O: 0.9122 0.6983 -1.6309
C: 0.6133 -0.3171 -2.5834
H: -2.2513 -1.9134 0.5977
H: -1.5346 -2.5181 2.1680
H: -0.9159 -3.0852 0.6024
H: 0.5366 -1.5456 1.6036
H: -0.6821 -0.1751 1.6590
H: 0.3998 0.2899 -3.4328
H: -0.1642 -1.0158 -2.2638
H: 1.5443 -0.9327 -2.7850
C: 3.2938 -9.4240 3.0742
C: 3.7434 -8.8784 4.4305
O: 2.9949 -7.7259 4.7966
C: 3.2358 -6.6355 3.9978
O: 4.0340 -6.5322 3.0781
O: 2.4846 -5.6405 4.4942
C: 2.2881 -4.6050 3.5181
H: 3.7183 -10.3776 2.8314
H: 3.5207 -8.7397 2.2317
H: 2.1811 -9.6426 3.0205
H: 4.8167 -8.6346 4.3027
H: 3.5054 -9.5927 5.2073
H: 3.1935 -4.0248 3.3332
H: 1.5626 -4.0284 4.0676
H: 1.9329 -4.9851 2.5847

Results of the Mulliken charge analysis, in e, for atoms 1 through 99: C -1.60; C 1.84; N 0.68; C 0.36; C -1.30; C -0.03; C -1.00; H 0.61; H 0.15; H 0.27; H -0.58; H -0.81; H 0.34; H -0.24; H 0.39; H 0.31; H 0.24; H -0.40; H 0.77; H -0.17; H -0.46; H 0.49; C -1.19; C -0.52; N 0.82; C 1.07; C -0.31; C -0.68; C -0.82; H 0.26; H 0.19; H 0.45; H 0.43; H 0.13; H -1.17; H -0.18; H 0.51; H -0.69; H 0.16; H 0.06; H 0.60; H -0.06; H 0.45; H 0.25; C -0.16; C 0.30; N 0.97; C -0.60; C -1.29; C -0.36; C -1.19; H -0.65; H 0.34; H 0.47; H -0.57; H -0.34; H 0.50; H 0.32; H 0.19; H 0.41; H 0.36; H 0.15; H 0.32; H 0.20; H 0.12; H 0.58; C -1.15; C 2.16; N 1.37; C -0.84; C -1.07; C -1.89; C 0.63; H 0.43; H -0.30; H 0.33; H -0.48; H -1.40; H 0.70; H 0.31; H 0.10; H 0.47; H 0.16; H 0.43; H 0.64; H -0.17; H -0.56; H 0.01; C 0.85; C -1.49; N 1.50; C -0.84; C -0.51; C -0.21; C -1.82; H -0.55; H 0.21; H -0.44; H 0.24